No. 1
Computed, not measured: a 2-piece molecular cluster, C43H48N3O overall in a non-equilibrium geometry, with ωB97M-V/def2-TZVPD.

Last column: Mulliken charge in e.
Element x y z (Å)
O  -1.16  -0.70  -1.11  -0.743
N  -3.09  -0.26  0.13  0.399
N  0.58  4.18  5.76  0.117
N  -3.52  -2.37  0.83  -0.087
C  -4.71  -0.50  2.03  -1.346
C  -3.38  -3.07  -1.56  -0.778
C  -1.37  -4.33  -2.37  -0.217
C  -1.74  -2.75  4.76  -0.532
C  0.80  3.97  4.45  -1.179
C  4.80  -0.16  3.65  -0.546
C  3.40  -1.11  1.93  -0.934
C  2.78  1.02  2.96  -0.061
C  2.00  0.79  7.61  -0.814
C  1.04  -2.56  5.00  -0.422
C  -2.20  -1.07  -0.54  0.236
C  -3.08  1.18  0.05  -1.163
C  4.50  -1.23  2.79  1.252
C  5.34  -2.46  2.79  -1.545
C  1.44  2.70  4.29  1.990
C  -2.85  -6.68  -2.68  -0.567
C  -4.15  -1.05  0.71  1.419
C  1.63  5.54  2.77  -1.537
C  0.36  4.99  3.42  2.109
C  1.44  1.77  8.45  -0.631
C  0.45  -2.49  3.75  -0.433
C  -1.14  -2.85  6.02  -0.757
C  0.92  2.95  7.90  -0.872
C  2.58  0.01  1.98  -0.676
C  -0.96  -2.54  3.60  0.254
C  -1.47  -6.69  -2.92  -0.446
C  -5.36  -1.11  -0.24  -1.040
C  2.02  0.95  6.22  0.107
C  -2.74  -4.33  -2.09  -0.012
C  1.56  2.15  5.65  0.482
C  -0.58  4.32  2.43  -1.662
C  -3.49  -5.50  -2.29  -0.520
C  -5.83  0.45  1.61  -0.664
C  -0.73  -5.51  -2.77  -0.618
C  -0.39  6.14  4.10  -2.086
C  -2.89  -2.54  2.07  -1.232
C  -2.64  -2.51  -0.33  0.033
C  1.01  3.10  6.53  -0.235
C  -6.25  0.06  0.17  -0.846
C  3.97  0.94  3.73  -0.651
C  0.25  -2.72  6.15  -0.520
C  -1.57  -2.35  2.31  0.539
C  1.84  2.10  3.09  -0.419
H  -3.37  -2.29  -2.34  0.294
H  2.13  -2.49  5.09  0.450
H  0.71  -2.79  7.14  0.427
H  -5.48  1.50  1.63  0.242
H  -0.70  6.86  3.33  0.417
H  1.37  6.27  1.99  0.443
H  -3.97  1.56  -0.46  0.268
H  -5.13  -1.35  2.59  0.469
H  -6.69  0.38  2.29  0.462
H  -2.83  -2.82  4.67  0.297
H  -4.56  -5.46  -2.11  0.353
H  1.05  -2.39  2.84  0.441
H  -3.05  1.63  1.06  0.300
H  -1.77  -3.13  -0.07  1.056
H  -6.11  0.90  -0.52  0.309
H  6.40  -2.23  2.59  0.376
H  -0.98  -7.62  -3.22  0.368
H  2.43  -0.10  8.05  0.448
H  5.70  -0.22  4.27  0.442
H  -5.06  -1.07  -1.29  0.184
H  2.24  6.04  3.52  0.396
H  -2.18  1.49  -0.50  0.420
H  -0.10  3.52  1.87  0.301
H  -4.42  -3.29  -1.28  0.379
H  -0.80  -3.40  -2.27  0.440
H  -1.30  5.80  4.60  0.431
H  5.00  -3.16  2.02  0.373
H  -3.60  -2.77  2.86  0.400
H  1.41  1.61  9.53  0.395
H  0.34  -5.51  -2.95  0.367
H  1.46  2.53  2.16  0.400
H  -0.91  -2.00  1.50  0.173
H  3.21  -1.91  1.21  0.330
H  -1.44  3.89  2.96  0.412
H  -1.77  -3.02  6.89  0.396
H  2.23  4.74  2.31  0.312
H  -3.44  -7.59  -2.79  0.373
H  -7.31  -0.22  0.13  0.393
H  -3.94  -0.03  2.65  0.385
H  5.30  -2.97  3.76  0.331
H  4.22  1.77  4.40  0.506
H  1.72  0.10  1.31  0.559
H  0.48  3.74  8.50  0.420
H  0.23  6.69  4.81  0.458
H  -5.85  -2.08  -0.06  0.399
H  0.18  5.01  6.17  0.280
H  2.38  0.17  5.56  0.287
H  -0.96  5.05  1.70  0.490

As for the spin multiplicity: 1. The highest occupied orbital energy comes out at -9.76 eV. As for the charge: +1.

=====

No. 2
Computed, not measured: C43H49ClN9O8S3Si4TeTi as an isolated structure in a non-equilibrium geometry, with ωB97M-V/def2-TZVPD.

Last column: Mulliken charge in e.
Element x y z (Å)
Te  -0.88  -2.70  0.44  -0.881
Ti  0.24  0.54  0.41  -0.168
Cl  -2.77  5.04  -3.92  -0.157
S  -3.90  2.36  1.74  1.541
S  1.56  2.58  -0.07  -0.759
S  -1.46  3.11  3.87  -0.136
Si  2.28  -4.74  2.30  0.476
Si  -1.39  -5.54  3.29  0.534
Si  -0.16  -6.11  -0.29  0.370
Si  0.03  -4.73  1.61  0.614
O  1.23  -0.79  1.21  -0.393
O  -0.17  0.04  -1.36  0.111
O  -0.87  -0.45  -3.40  -0.932
O  -4.48  2.15  0.46  -0.774
O  -2.27  2.87  -5.96  -0.624
O  -3.72  3.69  2.25  -0.631
O  -2.72  0.04  0.07  -0.692
O  -1.73  0.79  -5.45  -0.592
N  -2.37  1.66  1.68  0.041
N  -1.38  2.45  -1.47  0.573
N  -0.12  1.66  2.26  1.708
N  -2.53  -0.99  4.06  -0.641
N  1.89  -0.93  4.49  -0.886
N  -0.06  -1.10  1.60  0.722
N  -1.91  3.62  -1.83  -0.188
N  2.84  0.02  -0.88  0.193
N  -6.84  -0.91  5.67  -0.589
C  3.33  -3.60  1.26  -0.425
C  -3.09  -5.83  2.53  -1.161
C  -2.62  6.61  1.01  -0.500
C  -1.34  2.08  2.50  0.143
C  -0.70  -7.18  3.90  -1.030
C  -3.43  5.19  -0.75  -0.118
C  -0.76  0.34  -2.46  0.448
C  -1.12  5.05  -0.04  -0.200
C  -0.23  -7.93  0.20  -1.153
C  -5.09  0.10  2.60  -0.601
C  -1.47  -1.06  3.58  -0.725
C  -1.36  6.04  0.90  -0.630
C  -4.74  1.41  2.93  -0.461
C  1.30  -5.85  -1.45  -0.927
C  5.46  2.60  1.04  -0.840
C  4.62  -1.52  -1.28  -0.816
C  5.08  0.52  -0.09  1.086
C  0.24  2.93  4.13  -0.424
C  -1.90  0.70  0.64  1.399
C  -3.65  6.19  0.18  -0.796
C  2.85  -6.53  2.09  -1.109
C  5.95  1.41  0.57  -0.872
C  3.71  0.84  -0.26  -0.775
C  -1.80  2.42  -3.69  -0.410
C  3.23  2.10  0.23  0.788
C  -1.72  -5.73  -1.26  -1.098
C  -1.95  2.05  -5.13  0.425
C  3.26  -1.11  -1.39  0.868
C  2.26  -1.99  -2.08  -0.778
C  5.51  -0.72  -0.63  -0.955
C  -2.17  3.65  -3.16  0.043
C  -2.16  4.64  -0.86  -0.054
C  -6.13  -0.14  4.76  1.175
C  4.10  2.94  0.86  -0.332
C  -1.54  -4.39  4.75  -0.751
C  0.95  -1.05  3.83  0.010
C  -5.79  -0.66  3.51  -0.735
C  -5.78  1.18  5.07  -0.826
C  -0.20  -1.18  3.04  1.436
C  -5.09  1.95  4.16  -0.231
C  0.78  2.15  3.18  -1.529
C  2.43  -4.33  4.12  -0.960
C  -1.32  1.72  -2.56  0.465
H  3.87  -6.64  2.47  0.432
H  -6.03  -1.69  3.27  0.273
H  -0.58  -4.26  5.26  0.246
H  -3.06  -6.61  1.77  0.244
H  4.37  -3.61  1.60  0.513
H  -0.25  -8.55  -0.70  0.413
H  -2.26  -4.80  5.46  0.430
H  -3.80  -6.13  3.31  0.406
H  3.74  3.89  1.23  0.479
H  -1.43  0.25  -4.66  0.456
H  -4.79  -0.31  1.65  0.487
H  0.26  -7.04  4.41  0.260
H  0.63  -8.23  0.80  0.324
H  -4.23  4.82  -1.37  0.464
H  2.96  -2.57  1.33  -0.134
H  3.31  -3.89  0.21  0.061
H  -4.81  2.97  4.39  0.514
H  4.92  -2.46  -1.71  0.383
H  2.22  -7.21  2.66  0.223
H  -0.55  -7.90  3.09  0.262
H  -1.80  -6.40  -2.12  0.365
H  0.73  3.41  4.96  0.516
H  1.56  -1.40  -2.66  0.012
H  1.19  -4.91  -1.99  0.136
H  -6.05  1.59  6.03  0.289
H  3.46  -4.53  4.44  0.412
H  -0.14  4.60  -0.14  0.387
H  2.76  -2.72  -2.72  0.609
H  6.12  3.29  1.55  0.366
H  1.82  1.86  3.09  0.394
H  -1.13  -8.15  0.77  0.282
H  -0.56  6.35  1.55  0.432
H  6.99  1.14  0.70  0.367
H  1.34  -6.66  -2.19  0.472
H  -3.46  -4.92  2.06  0.293
H  2.85  -6.86  1.05  0.257
H  -1.73  -4.71  -1.65  0.337
H  -6.76  -0.63  6.63  0.209
H  -1.39  -7.63  4.62  0.403
H  2.21  -3.29  4.33  0.228
H  -4.64  6.62  0.28  0.376
H  -1.89  -3.40  4.45  0.003
H  -6.76  -1.90  5.54  0.220
H  -2.80  7.39  1.74  0.388
H  2.26  -5.82  -0.93  0.214
H  6.55  -1.01  -0.51  0.391
H  1.77  -4.96  4.72  0.172
H  -2.62  -5.86  -0.65  0.253
H  1.67  -2.53  -1.33  -0.422

As for the spin multiplicity: 1. The highest occupied orbital energy comes out at -4.63 eV. As for the charge: -1.